# 1
A molecular structure, C11H24F8N5O16S8Sr. Source: the Open Molecules 2025 dataset; level of theory: ωB97M-V/def2-TZVPD.

Last column: Löwdin charge in e.
Positions of all 73 atoms, in Å:
Sr  6.6347  -19.1992  5.9360  1.53
C  1.2724  -16.4479  11.6030  -0.11
C  2.6842  -16.1014  11.9980  -0.25
C  3.7377  -17.1779  11.7772  -0.18
C  5.0346  -16.7642  12.4456  -0.15
N  6.1646  -17.6699  12.0291  -0.18
C  7.4882  -17.2836  12.7358  -0.07
C  8.3619  -18.5924  12.7671  -0.12
C  7.2999  -19.7712  12.6949  -0.10
C  5.8825  -19.0692  12.6672  -0.06
C  6.4174  -17.7074  10.4289  -0.04
C  6.3516  -16.2907  9.8145  -0.18
C  5.4170  -16.3240  8.5437  -0.06
H  1.1383  -16.4679  10.5214  0.08
H  0.5375  -15.6730  11.8214  0.07
H  0.8259  -17.3667  11.9832  0.08
H  2.8142  -15.7963  13.0363  0.11
H  2.9111  -15.2299  11.3840  0.12
H  3.8976  -17.3273  10.7094  0.10
H  3.4111  -18.1171  12.2236  0.12
H  4.8888  -16.8791  13.5197  0.13
H  5.3351  -15.7337  12.2563  0.13
H  8.0657  -16.4582  12.3196  0.14
H  7.1231  -17.1302  13.7514  0.12
H  9.0731  -18.5470  11.9424  0.10
H  8.9609  -18.5629  13.6773  0.11
H  7.3519  -20.2760  11.7302  0.08
H  7.4581  -20.3877  13.5797  0.11
H  5.3014  -19.6859  11.9815  0.13
H  5.5566  -18.9622  13.7018  0.13
H  5.6323  -18.3367  10.0099  0.10
H  7.3666  -18.2312  10.3157  0.11
H  7.3904  -16.1154  9.5348  0.08
H  6.1430  -15.3853  10.3843  0.11
H  5.4461  -15.4780  7.8571  0.09
H  4.3737  -16.4561  8.8302  0.07
H  5.7891  -17.1296  7.9108  0.03
N  5.0569  -17.6237  4.9975  -0.45
S  5.6348  -17.2983  3.4915  0.62
O  6.0095  -15.8607  3.2335  -0.26
O  5.0807  -17.9999  2.3251  -0.24
F  7.0962  -18.0170  3.7243  -0.30
S  3.6464  -17.0935  4.7349  0.47
O  2.6642  -18.0458  4.4038  -0.22
O  3.4379  -15.7709  4.1072  -0.26
F  3.2563  -16.6341  6.2840  -0.22
N  8.3432  -17.8107  6.8034  -0.47
S  9.4743  -18.1028  7.7491  0.46
O  9.5622  -17.3666  9.0094  -0.27
O  10.7645  -18.5428  7.2558  -0.24
F  8.9036  -19.5680  8.3208  -0.24
S  8.8493  -16.2780  6.3939  0.56
O  9.9220  -16.1443  5.4176  -0.22
O  8.7423  -15.2622  7.3643  -0.21
F  7.5935  -15.8698  5.4402  -0.20
N  7.8079  -20.8778  4.7412  -0.30
S  9.2128  -20.8526  4.1778  0.53
O  9.4210  -20.8757  2.7616  -0.10
O  10.2256  -21.3308  5.1336  -0.04
F  9.4002  -19.1781  4.3354  -0.20
S  7.5360  -22.4857  4.1287  0.68
O  8.3130  -23.6151  4.6644  -0.18
O  6.9921  -22.5903  2.7472  -0.19
F  6.1360  -22.6272  4.9298  -0.17
N  5.3311  -20.5278  7.4945  -0.44
S  3.9062  -20.6132  7.8893  0.44
O  3.6886  -20.1345  9.2539  -0.28
O  2.9340  -21.5513  7.2628  -0.25
F  3.4878  -19.3334  6.9923  -0.22
S  5.7973  -21.8544  8.4747  0.59
O  5.0949  -23.1241  8.4988  -0.21
O  6.5980  -21.5859  9.6385  -0.25
F  6.9539  -22.2360  7.4327  -0.22

Output
HOMO energy (alpha / beta) in eV: -10.7 / -10.7
Orbital gap (alpha / beta) in eV: 7.4 / 3.1
Spin multiplicity: 2
Total energy in hartree: -5925.912257
Total charge: 0

# 2
A molecular structure, C11H24HgIN3OTa. Source: the Open Molecules 2025 dataset; level of theory: ωB97M-V/def2-TZVPD.

Last column: Löwdin charge in e.
Positions of all 42 atoms, in Å:
N  -1.9219  -0.5337  1.3827  -0.11
C  -3.0092  -0.9938  1.7462  -0.33
O  -4.0215  -1.4245  2.1659  0.25
Hg  -2.2504  2.9133  3.7400  0.30
Ta  -0.0016  -0.0834  1.4182  1.27
N  0.2189  1.6582  0.5713  -0.17
N  0.8623  -1.4329  0.3599  -0.21
C  -0.3566  2.4726  -0.4866  -0.66
C  0.2113  -2.4325  -0.5182  -0.66
C  -0.0339  3.9573  -0.3050  -0.02
C  0.2233  2.0420  -1.8374  0.00
C  -1.8548  2.2916  -0.4714  -0.05
C  -0.4464  -3.4604  0.3751  -0.02
C  1.2465  -3.1049  -1.3995  -0.02
C  -0.8076  -1.7324  -1.3723  -0.04
H  -0.3513  4.3381  0.6696  0.10
H  -0.5914  4.4971  -1.0798  0.11
H  1.0220  4.1944  -0.4667  0.10
H  1.3096  2.1771  -1.8582  0.09
H  -0.2148  2.6865  -2.6126  0.12
H  -0.0114  0.9950  -2.0697  0.07
H  -2.1929  1.2516  -0.5610  0.07
H  -2.2415  2.8426  -1.3387  0.11
H  -2.2937  2.7418  0.4281  0.05
H  0.2808  -3.9240  1.0513  0.10
H  -0.8795  -4.2308  -0.2753  0.12
H  -1.2526  -3.0177  0.9658  0.06
H  1.9302  -3.7204  -0.8141  0.10
H  1.8130  -2.3666  -1.9697  0.10
H  0.7252  -3.7636  -2.1045  0.12
H  -1.3401  -2.4837  -1.9699  0.12
H  -0.3492  -0.9871  -2.0331  0.08
H  -1.5794  -1.2427  -0.7810  0.05
C  1.6654  2.0103  0.8974  -0.06
H  2.1335  1.3138  1.6285  0.07
H  2.3044  2.0207  -0.0129  0.12
H  1.6198  3.0055  1.3717  0.12
C  2.2701  -1.7448  0.8340  -0.10
H  2.5133  -1.0407  1.6246  0.02
H  2.2964  -2.7646  1.2676  0.11
H  3.0358  -1.6454  0.0282  0.12
I  0.3195  -1.2786  3.8115  0.39

Output
HOMO energy (alpha / beta) in eV: -15.2 / -15.0
Orbital gap (alpha / beta) in eV: 6.5 / 3.9
Spin multiplicity: 2
Total energy in hartree: -1180.593209
Total charge: +2

# 3
A gas-phase ion, C11H24N3O3 (charge +1). Source: the Open Molecules 2025 dataset; level of theory: ωB97M-V/def2-TZVPD.

Last column: Löwdin charge in e.
Positions of all 41 atoms, in Å:
C  2.7444  -2.2159  -0.3603  -0.11
O  3.9432  -1.4679  -0.5067  -0.18
C  3.8201  -0.2578  0.2374  -0.22
C  3.2134  0.9083  -0.6312  -0.14
C  2.2137  1.7755  0.2023  -0.20
C  0.8941  2.1365  -0.5416  -0.17
C  0.0099  0.8845  -0.9089  -0.12
C  -1.1184  0.6625  0.1451  -0.21
N  -0.4584  0.0540  1.3657  0.10
C  -1.3635  -0.8285  2.1656  -0.09
C  -2.8782  -0.4661  2.0581  -0.16
N  -3.3614  -0.1562  0.6929  -0.02
C  -2.2728  -0.2755  -0.3203  -0.25
C  -2.9266  0.1982  -1.6698  -0.14
O  -2.6511  -0.6990  -2.7418  -0.10
N  -3.2970  -1.9015  -2.5246  -0.03
O  -2.5210  -2.7781  -2.5826  0.09
H  1.8514  -1.5708  -0.5393  0.06
H  2.6367  -2.6158  0.6696  0.10
H  2.7491  -3.0152  -1.1178  0.10
H  3.1843  -0.4104  1.1356  0.10
H  4.8267  -0.0046  0.6158  0.13
H  4.0814  1.5337  -0.9141  0.12
H  2.7907  0.5385  -1.5829  0.12
H  2.0169  1.3428  1.2087  0.09
H  2.7251  2.7384  0.4056  0.12
H  0.2851  2.7464  0.1611  0.11
H  1.1074  2.7247  -1.4458  0.12
H  0.6046  -0.0273  -1.1054  0.10
H  -0.4744  1.1357  -1.8720  0.12
H  -1.5076  1.6609  0.4209  0.16
H  -0.0971  0.8370  1.9139  0.18
H  0.3417  -0.4919  1.0357  0.16
H  -1.2297  -1.8604  1.7977  0.14
H  -1.0751  -0.7946  3.2313  0.14
H  -3.1931  0.3329  2.7567  0.13
H  -3.4254  -1.3705  2.3941  0.13
H  -3.6099  0.8288  0.6318  0.11
H  -1.9952  -1.3390  -0.4135  0.15
H  -2.5617  1.2118  -1.9157  0.13
H  -4.0222  0.2956  -1.5512  0.14

Output
HOMO energy in eV: -12.7
Orbital gap in eV: 9.5
Total energy in hartree: -823.111079
Total charge: +1

# 4
C11H24N4O2 in the gas phase. Source: the Open Molecules 2025 dataset; level of theory: ωB97M-V/def2-TZVPD.

Last column: Löwdin charge in e.
Positions of all 41 atoms, in Å:
O  3.2692  -1.2048  0.2518  0.00
O  0.1809  -3.6011  -2.0489  0.04
N  2.3820  -1.3564  -0.5779  -0.03
C  0.4480  -2.6569  -1.3179  -0.51
N  -0.3956  -1.6036  -1.2834  0.06
N  -0.3829  0.1348  2.8412  -0.26
N  -0.1451  1.2317  -1.6637  -0.09
C  1.7109  -2.6622  -0.5208  -0.10
C  -1.3103  -0.9861  3.0169  -0.12
C  0.8080  0.0502  3.7774  -0.08
C  -1.5352  -1.4331  -2.1805  -0.15
C  -1.1489  1.0660  -2.7343  -0.22
C  -0.1510  0.6174  1.4482  -0.20
C  -0.1443  2.5604  -1.0191  -0.23
C  -1.1470  -0.3919  -3.2782  -0.16
C  0.4337  2.0406  1.4789  -0.18
C  0.9433  2.5409  0.0940  -0.18
H  -0.1321  -0.7954  -0.7359  0.07
H  0.8050  1.0228  -1.9967  0.12
H  1.4841  -2.9322  0.5328  0.14
H  2.3879  -3.4392  -0.9254  0.15
H  -1.7342  -1.0301  4.0294  0.08
H  -2.1407  -0.9831  2.3154  0.07
H  -0.8066  -1.9510  2.8969  0.07
H  0.4461  -0.2388  4.7773  0.08
H  1.5436  -0.6731  3.3940  0.07
H  1.3587  1.0354  3.9247  0.08
H  -1.8324  -2.3460  -2.6741  0.11
H  -2.3591  -1.0449  -1.5823  0.12
H  -0.9064  1.7457  -3.5624  0.10
H  -2.1802  1.3416  -2.4283  0.12
H  0.5049  -0.0764  0.9094  0.08
H  -1.1336  0.6577  0.9926  0.11
H  -1.1099  2.8625  -0.6207  0.11
H  0.0693  3.3506  -1.7420  0.10
H  -1.9576  -0.3971  -4.0110  0.10
H  -0.2122  -0.7654  -3.7405  0.12
H  -0.3033  2.7426  1.8599  0.11
H  1.2813  2.0805  2.1573  0.09
H  1.7661  1.9280  -0.2996  0.10
H  1.3458  3.5593  0.2455  0.11

Output
HOMO energy in eV: -8.2
Orbital gap in eV: 7.6
Total energy in hartree: -802.926505
Total charge: 0

# 5
A molecular structure, C11H25B3N4O12. Source: the Open Molecules 2025 dataset; level of theory: ωB97M-V/def2-TZVPD.

Last column: Löwdin charge in e.
Positions of all 55 atoms, in Å:
C  -4.9148  3.8553  -1.6344  -0.04
C  -4.6764  2.7896  -0.4881  -0.41
O  -5.8685  2.6165  0.3027  -0.07
C  -4.2304  1.4046  -1.1158  -0.01
B  -2.6322  1.2524  -1.2104  -0.45
O  -1.7163  1.9792  -0.4221  0.26
B  -0.4911  1.2942  -0.2073  -0.45
C  0.6947  2.0375  0.5557  -0.06
C  0.4652  2.3642  2.0866  -0.19
C  -0.8663  1.8495  2.7324  -0.17
C  -0.8555  0.2848  3.0807  -0.23
O  0.3657  -0.3610  2.6850  -0.08
O  -0.2399  -0.0475  -0.6575  0.26
B  -1.3627  -0.5920  -1.3139  -0.59
N  -1.7163  -2.0277  -1.1135  0.30
C  -2.4863  -2.0967  -0.1607  -0.30
O  -3.3156  -2.0120  0.6421  0.20
O  -2.1305  0.2667  -2.1377  0.27
H  -4.6131  3.4678  -2.6473  0.08
H  -4.4142  4.8286  -1.4033  0.08
H  -6.0239  4.0723  -1.6664  0.09
H  -3.8850  3.2035  0.2029  0.14
H  -5.6223  2.0266  1.0388  0.09
H  -4.6615  1.2554  -2.1444  0.13
H  -4.6376  0.5494  -0.4922  0.13
H  1.6315  1.4085  0.4789  0.10
H  0.9382  2.9900  -0.0011  0.12
H  0.4872  3.4877  2.2018  0.11
H  1.3379  1.9459  2.6597  0.12
H  -0.9395  2.3541  3.7446  0.11
H  -1.8080  2.1582  2.1990  0.11
H  -1.7175  -0.1658  2.4950  0.11
H  -1.0908  0.1138  4.1695  0.12
H  0.0971  -1.2331  2.3462  0.09
C  2.9583  -0.9146  -1.3254  0.05
N  4.1982  -0.9829  -0.5072  -0.42
O  4.2866  -0.2273  0.4457  0.05
O  5.0404  -1.7921  -0.8481  0.07
H  2.3047  -0.1554  -0.9065  0.07
H  3.2495  -0.6552  -2.3410  0.11
H  2.4874  -1.8892  -1.2881  0.07
C  5.8361  -2.0060  2.3650  0.02
N  6.1238  -2.3972  3.7723  -0.45
O  5.8496  -1.5947  4.6453  0.06
O  6.6150  -3.4973  3.9486  0.05
H  5.4050  -1.0112  2.3593  0.07
H  6.7779  -2.0211  1.8213  0.10
H  5.1356  -2.7325  1.9593  0.10
C  0.1167  -3.6035  -4.4876  0.05
N  1.3577  -3.6729  -3.6698  -0.43
O  1.4462  -2.9153  -2.7166  0.04
O  2.1947  -4.4809  -4.0109  0.09
H  -0.5363  -2.8431  -4.0683  0.09
H  0.4078  -3.3457  -5.5036  0.10
H  -0.3559  -4.5824  -4.4492  0.10

Output
HOMO energy in eV: -10.5
Orbital gap in eV: 10.2
Total energy in hartree: -1630.587244
Total charge: 0

# 6
A molecular structure, C11H25Br2O4S. Source: the Open Molecules 2025 dataset; level of theory: ωB97M-V/def2-TZVPD.

Last column: Löwdin charge in e.
Positions of all 43 atoms, in Å:
C  0.1763  3.2863  -0.1694  -0.11
C  1.1713  2.7273  0.8017  -0.82
Br  1.5594  3.8745  2.2140  0.88
C  1.7850  1.5350  0.7404  -1.08
S  1.4724  0.3516  -0.5303  1.07
Br  3.0517  0.8744  1.9397  0.81
H  -0.6568  3.7143  0.3923  0.09
H  -0.2545  2.5318  -0.8342  0.05
H  0.6440  4.0577  -0.7878  0.11
H  2.1185  0.8897  -1.5864  0.03
H  0.2194  0.6425  -0.9279  -0.01
C  4.9886  -5.2491  1.1788  -0.09
O  4.0877  -4.2135  1.5428  -0.18
C  4.4132  -2.9524  1.0017  -0.21
C  3.5112  -2.6091  -0.1651  -0.25
O  3.7348  -3.4448  -1.2790  -0.18
C  2.7680  -4.4715  -1.4356  -0.09
H  4.5655  -6.1825  1.5424  0.09
H  5.1158  -5.3083  0.0953  0.09
H  5.9649  -5.0972  1.6482  0.09
H  5.4588  -2.9177  0.6806  0.13
H  4.2755  -2.2057  1.7918  0.10
H  3.7286  -1.5800  -0.4860  0.09
H  2.4617  -2.6640  0.1516  0.12
H  1.7962  -4.0538  -1.7226  0.09
H  2.6518  -5.0551  -0.5201  0.09
H  3.1178  -5.1216  -2.2338  0.10
C  -5.9327  3.8644  -0.6133  -0.10
O  -5.8761  2.4843  -0.9294  -0.18
C  -4.6832  2.0852  -1.5697  -0.21
C  -3.7623  1.3598  -0.6134  -0.21
O  -3.2642  2.2188  0.4033  -0.22
C  -3.9289  2.0547  1.6492  -0.10
H  -6.8292  4.0201  -0.0176  0.09
H  -5.0594  4.1822  -0.0371  0.08
H  -6.0041  4.4704  -1.5219  0.09
H  -4.1676  2.9487  -2.0042  0.13
H  -4.9500  1.4051  -2.3848  0.13
H  -2.9040  0.9696  -1.1757  0.11
H  -4.2880  0.5096  -0.1695  0.13
H  -3.6782  1.0900  2.1016  0.09
H  -5.0115  2.1261  1.5332  0.09
H  -3.5875  2.8524  2.3063  0.09

Output
HOMO energy in eV: -11.7
Orbital gap in eV: 7.4
Total energy in hartree: -6280.870905
Total charge: +1

Number 2 is which compound? C11H24HgIN3OTa